Here is a cluster of 2 separate species, C8H21BrSi2 in total at a distorted geometry from the OMol25 dataset. Energies are from the ωB97M-V functional and the def2-TZVPD basis.

As for the HOMO energy (alpha / beta): -0.3101 / -0.2649 Eh. For the gap between HOMO and LUMO (alpha / beta), the calculation gives 8.03 / 5.45 eV. The max |F| comes out at 7.25 eV/A. The relative energy (zero: lowest compared OMol25 entry of this formula, charge and spin) is 99.9 kcal/mol.

Last columns: bonded neighbours and bond lengths (Å).
CARTESIAN COORDINATES (ANGSTROEM)
1 C -4.076 0.493 -2.262  C5 1.587, H12 1.183, H13 1.048, H14 1.046
2 C -1.597 -1.924 0.037  C6 1.561, H15 1.165, H16 1.029, H17 1.012
3 C 3.978 -0.855 2.295  C7 1.527, H18 1.102, H19 1.202, H20 1.145
4 C 0.591 1.054 1.681  C8 1.585, H21 1.179, H22 0.999, H23 1.118
5 C -2.534 0.783 -2.021  C1 1.587, Si9 1.949, H24 0.998, H25 1.012
6 C -1.971 -2.330 -1.423  C2 1.561, Si9 1.932, H26 1.026, H27 1.127
7 C 4.022 0.654 2.064  C3 1.527, Si10 1.939, H28 1.059, H29 1.036
8 C 1.470 1.967 0.730  C4 1.585, Si10 2.011, H30 1.103, H31 1.120
9 Si -1.676 -0.854 -2.636  C5 1.949, C6 1.932, H32 1.621
10 Si 3.222 1.059 0.345  C7 1.939, C8 2.011, Br11 2.391
11 Br 4.542 2.923 -0.363  Si10 2.391
12 H -4.408 -0.632 -2.111  C1 1.183
13 H -4.637 1.186 -1.711  C1 1.048
14 H -4.376 0.697 -3.243  C1 1.046
15 H -2.181 -2.622 0.764  C2 1.165
16 H -0.587 -2.120 0.026  C2 1.029
17 H -1.842 -0.960 0.222  C2 1.012
18 H 4.094 -1.170 3.345  C3 1.102
19 H 2.818 -1.161 2.238  C3 1.202
20 H 4.501 -1.493 1.501  C3 1.145
21 H 0.750 -0.067 1.351  C4 1.179
22 H 0.737 1.154 2.664  C4 0.999
23 H -0.432 1.416 1.411  C4 1.118
24 H -2.395 1.058 -1.072  C5 0.998
25 H -2.365 1.625 -2.557  C5 1.012
26 H -2.977 -2.528 -1.370  C6 1.026
27 H -1.659 -3.305 -1.895  C6 1.127
28 H 5.051 0.831 2.242  C7 1.059
29 H 3.501 1.239 2.741  C7 1.036
30 H 1.532 2.829 1.416  C8 1.103
31 H 1.122 2.280 -0.288  C8 1.120
32 H -2.219 -1.227 -4.117  Si9 1.621